<one>
{"formula": "C12H15N", "method": "wB97M-V/def2-TZVPD", "smiles": "c1ccc2c(c1)C[C@H]1CNC[C@@H]2C1", "e_homo_ha": -0.3153, "charge": 0, "symbols": ["C", "C", "C", "C", "C", "C", "C", "C", "C", "N", "C", "C", "C", "H", "H", "H", "H", "H", "H", "H", "H", "H", "H", "H", "H", "H", "H", "H"], "coordinates": [[3.268, 0.483, -0.442], [3.188, -0.893, -0.098], [1.918, -1.356, 0.263], [0.805, -0.537, 0.369], [0.977, 0.839, 0.134], [2.131, 1.342, -0.340], [-0.230, 1.770, 0.228], [-1.586, 1.084, 0.379], [-2.179, 0.524, -0.921], [-1.550, -0.664, -1.502], [-1.300, -1.693, -0.524], [-0.511, -1.161, 0.718], [-1.458, -0.050, 1.363], [4.197, 0.894, -0.745], [4.044, -1.567, -0.264], [1.787, -2.433, 0.543], [2.246, 2.383, -0.652], [-0.070, 2.449, 1.105], [-0.291, 2.430, -0.629], [-2.278, 1.820, 0.812], [-2.172, 1.287, -1.681], [-3.177, 0.234, -0.646], [-0.707, -0.375, -1.947], [-2.273, -2.052, -0.009], [-0.814, -2.568, -0.985], [-0.353, -1.899, 1.526], [-2.451, -0.525, 1.544], [-1.161, 0.236, 2.403]], "mulliken_charge": [-0.41, -0.82, -0.44, -0.01, 1.19, -0.79, -1.25, 0.50, -1.33, -0.33, -0.97, 0.20, -1.50, 0.40, 0.35, 0.31, 0.40, 0.43, 0.34, 0.36, 0.46, 0.44, 0.35, 0.35, 0.38, 0.58, 0.47, 0.33]}


<two>
{"formula": "C12H15N", "method": "wB97M-V/def2-TZVPD", "e_homo_ha": -0.2958, "charge": 0, "symbols": ["C", "C", "C", "C", "C", "C", "C", "C", "C", "C", "C", "C", "N", "H", "H", "H", "H", "H", "H", "H", "H", "H", "H", "H", "H", "H", "H", "H"], "coordinates": [[-3.547, 0.853, -0.033], [-2.300, 1.420, -0.120], [-3.675, -0.565, 0.113], [-1.194, 0.622, -0.025], [-1.392, -0.830, 0.158], [-0.143, -1.545, 0.175], [0.982, -0.937, 0.015], [0.165, 1.121, -0.065], [-0.285, -3.017, 0.150], [2.379, -1.249, -0.215], [0.871, 1.620, 1.205], [0.702, 1.728, -1.384], [-2.585, -1.334, 0.160], [-4.402, 1.428, -0.143], [-2.157, 2.511, -0.356], [-4.597, -1.099, 0.187], [-0.856, -3.319, -0.744], [-0.976, -3.383, 0.881], [0.681, -3.433, 0.151], [2.710, -0.609, -0.982], [2.547, -2.291, -0.326], [2.800, -0.792, 0.615], [1.773, 2.170, 1.094], [1.083, 0.768, 1.941], [0.112, 2.213, 1.676], [0.311, 1.215, -2.239], [1.747, 1.488, -1.687], [0.315, 2.740, -1.434]], "mulliken_charge": [-0.63, -0.36, -0.49, 0.61, 0.21, 1.16, -0.12, 0.85, -1.83, -1.51, -1.40, -1.48, -0.60, 0.48, 0.31, 0.45, 0.33, 0.36, 0.37, 0.26, 0.44, 0.37, 0.37, 0.29, 0.41, 0.42, 0.30, 0.40]}


Most stable: <one>


<one>
{"formula": "C3H4", "method": "wB97M-V/def2-TZVPD", "smiles": "C#CC", "e_homo_ha": -0.3530, "charge": 0, "symbols": ["C", "C", "C", "H", "H", "H", "H"], "coordinates": [[-1.384, 0.043, -0.053], [-0.168, -0.066, 0.018], [1.164, 0.027, -0.040], [-2.546, -0.079, 0.167], [1.564, 0.929, -0.258], [1.507, -0.080, 0.997], [1.800, -0.793, -0.454]], "mulliken_charge": [-0.15, 0.07, -1.15, 0.31, 0.36, 0.29, 0.28]}


<two>
{"formula": "C3H4", "method": "wB97M-V/def2-TZVPD", "e_homo_ha": -0.3598, "charge": 0, "symbols": ["C", "C", "C", "H", "H", "H", "H"], "coordinates": [[-1.416, 0.015, 1.611], [-0.631, 0.140, 0.699], [0.882, -0.096, -1.146], [-1.754, 0.292, 2.528], [0.823, -1.230, -1.280], [0.486, 0.482, -1.852], [1.609, 0.398, -0.561]], "mulliken_charge": [-0.27, -0.38, -0.51, 0.31, 0.27, 0.29, 0.29]}


<three>
{"formula": "C3H4", "method": "wB97M-V/def2-TZVPD", "smiles": "C#CC", "e_homo_ha": -0.3630, "charge": 0, "symbols": ["C", "C", "C", "H", "H", "H", "H"], "coordinates": [[1.551, -0.472, 0.270], [0.494, -0.048, -0.137], [-0.923, 0.250, -0.114], [2.564, -0.694, 0.067], [-1.293, 1.224, -0.444], [-0.888, 0.289, 0.971], [-1.504, -0.548, -0.613]], "mulliken_charge": [-0.18, -0.18, -0.72, 0.33, 0.28, 0.24, 0.23]}


Most stable: <three>


<one>
{"formula": "CH3N3O3", "method": "wB97M-V/def2-TZVPD", "smiles": "[H]/N=N/C(=O)OON", "e_homo_ha": -0.3414, "charge": 0, "symbols": ["H", "N", "N", "C", "O", "O", "O", "N", "H", "H"], "coordinates": [[-3.006, -2.170, -1.043], [-2.288, -2.325, -0.328], [-1.697, -1.328, 0.029], [-0.572, -0.984, 0.733], [-0.384, -0.490, 1.813], [0.392, -1.130, -0.291], [1.892, -0.687, 0.086], [2.032, 0.515, 0.464], [1.693, 0.867, 1.304], [1.997, 1.204, -0.234]], "mulliken_charge": [0.27, -0.45, 0.15, 0.67, -0.52, -0.32, -0.14, -0.16, 0.26, 0.23]}


<two>
{"formula": "CH3N3O3", "method": "wB97M-V/def2-TZVPD", "e_homo_ha": [-0.3812, -0.3805], "charge": 0, "symbols": ["C", "N", "N", "N", "O", "O", "O", "H", "H", "H"], "coordinates": [[-2.272, -1.117, -0.017], [0.303, -0.229, -0.263], [2.103, 0.943, -0.356], [1.061, 0.537, 0.453], [0.988, 0.835, 1.599], [-3.440, -1.027, 0.252], [-1.366, -0.464, 0.630], [-1.914, -1.815, -0.823], [1.791, 0.648, -1.339], [2.746, 1.689, -0.135]], "mulliken_charge": [0.27, -0.49, -0.52, 1.26, -0.59, -0.48, -0.32, 0.28, 0.32, 0.26]}


Most stable: <one>